Here is a 2-piece molecular cluster, C2H3NOS overall in a non-equilibrium geometry from the OMol25 dataset. Energies are from ωB97M-V/def2-TZVPD.

The geometry in XYZ format:
```
8
Properties=species:S:1:pos:R:3:forces:R:3
N -1.1736 -0.5501 0.9866 1.68 2.05 -1.04
C -1.2294 0.3804 0.2132 -0.65 -0.28 1.49
O -1.1737 1.3738 -0.3798 -0.11 0.14 -0.66
H -1.8006 -1.2383 1.1995 -1.81 -1.83 0.43
C 1.2649 -0.0539 -0.5837 -0.01 -2.25 0.33
S 1.9539 0.7929 0.5151 1.25 1.25 2.34
H 1.3074 0.3511 -1.5192 -0.40 0.58 -2.81
H 0.8512 -1.0559 -0.4317 0.05 0.34 -0.09
```
Positions in Å, forces in eV/Å.

Results
HOMO in eV: -8.65
DFT total energy in Ha: -606.13621
Kohn-Sham gap in eV: 8.56
SMILES: N=C=O.C=S

Mulliken atomic charge list, values in e, 5 entries: atom 1 (N): -0.466, atom 2 (C): 0.661, atom 3 (O): -0.395, atom 4 (H): 0.238, atom 5 (C): -0.498


Here is an isolated ion of composition C2H7N2O and charge +1 in a non-equilibrium geometry from the OMol25 dataset. Energies are from ωB97M-V/def2-TZVPD.

The geometry in XYZ format:
```
12
Properties=species:S:1:pos:R:3:forces:R:3
C 0.6949 1.5726 0.2235 -0.81 -3.16 -0.60
C -0.1251 0.0167 -0.2013 3.04 5.01 2.13
N -1.4144 -0.0775 -0.1359 0.15 -2.55 -1.50
N 0.6718 -0.9907 -0.1923 -0.04 -2.67 -0.66
O 0.1761 -2.2921 -0.3572 -0.83 0.20 0.29
H 0.1932 2.4578 -0.1463 -0.29 -0.27 -0.38
H 0.6938 1.5686 1.3065 -0.14 -0.09 0.18
H 1.7416 1.5112 -0.1103 -0.57 -0.08 -0.13
H -1.9438 0.6601 0.1714 -1.43 2.18 0.50
H -1.8932 -0.8502 -0.5989 0.07 0.12 0.43
H 1.6650 -1.0985 -0.3341 0.17 1.11 0.06
H -0.4599 -2.4780 0.3750 0.68 0.21 -0.31
```
Positions in Å, forces in eV/Å.

Results
HOMO in eV: -15.70
DFT total energy in Ha: -264.82512
Net charge: +1
Kohn-Sham gap in eV: 12.11
SMILES: CC(=[NH2+])NO

Mulliken atomic charge list, values in e, 5 entries: atom 1 (C): -0.978, atom 2 (C): 0.618, atom 3 (N): -0.352, atom 4 (N): -0.014, atom 5 (O): -0.440


Here is one molecule with the formula C14H15N3O2S2 in a non-equilibrium geometry from the OMol25 dataset. Energies are from ωB97M-V/def2-TZVPD.

The geometry in XYZ format:
```
36
Properties=species:S:1:pos:R:3:forces:R:3
C -4.0774 -1.1413 -0.3079 0.13 -0.42 0.10
C -3.6695 -0.3167 0.8772 -0.25 0.29 -0.28
O -3.1915 -0.7677 1.8831 0.10 -0.13 0.23
C -3.8993 1.1786 0.7230 0.49 0.22 -0.16
S -3.1523 1.8388 -0.8079 -0.63 0.14 0.02
C -1.4641 1.7337 -0.4376 0.36 -0.16 0.97
N -0.5652 1.8664 -1.3456 -1.52 -0.04 -0.68
N 0.6750 1.8487 -0.8898 1.59 0.25 0.36
C 0.7714 1.6878 0.3844 -1.33 0.08 0.07
N 1.9084 1.6324 1.1262 0.24 0.16 0.82
C 3.2316 1.4247 0.7525 -0.11 0.14 -0.25
O 4.0731 1.4635 1.6157 0.28 -0.07 0.15
C 3.5001 1.0984 -0.6874 0.30 -0.09 -0.17
C 3.4748 -0.4363 -0.8642 -0.06 0.15 0.03
C 2.1262 -0.9995 -0.5170 0.07 -0.29 -0.11
C 1.8470 -1.4068 0.7822 0.01 -0.10 -0.05
C 0.5863 -1.8639 1.1226 -0.04 -0.03 0.08
C -0.4114 -1.9265 0.1646 -0.06 -0.05 0.01
C -0.1399 -1.5315 -1.1346 -0.08 -0.03 -0.07
C 1.1203 -1.0700 -1.4721 0.07 -0.10 0.09
S -0.7980 1.5418 1.1898 0.38 0.12 -0.96
H -3.3192 -1.0371 -1.0833 0.00 0.02 -0.08
H -4.1496 -2.1889 -0.0283 -0.02 -0.02 0.05
H -5.0214 -0.7925 -0.7175 -0.08 0.04 -0.09
H -4.9657 1.3803 0.6181 0.00 0.03 0.00
H -3.5063 1.7233 1.5825 -0.16 -0.08 0.03
H 1.7859 1.7111 2.1301 0.17 -0.01 -0.21
H 2.7555 1.5597 -1.3325 0.17 -0.03 0.01
H 4.4970 1.4647 -0.9350 -0.05 0.06 0.10
H 3.7190 -0.6624 -1.9031 0.05 -0.02 0.04
H 4.2399 -0.8763 -0.2215 0.02 -0.01 -0.08
H 2.6241 -1.3598 1.5330 0.10 0.00 0.07
H 0.3758 -2.1682 2.1371 -0.01 -0.04 0.10
H -1.3927 -2.2813 0.4396 -0.11 -0.04 0.02
H -0.9092 -1.5782 -1.8926 -0.07 -0.01 -0.06
H 1.3215 -0.7493 -2.4835 0.03 0.06 -0.12
```
Positions in Å, forces in eV/Å.

Results
HOMO in eV: -8.61
DFT total energy in Ha: -1653.61169
Kohn-Sham gap in eV: 8.87
SMILES: CC(=O)CSc1nnc(NC(=O)CCc2ccccc2)s1

Mulliken atomic charge list, values in e, 5 entries: atom 1 (C): -1.276, atom 2 (C): 0.940, atom 3 (O): -0.517, atom 4 (C): -1.026, atom 5 (S): -0.099


Here is H18InO9 as an isolated structure in a non-equilibrium geometry from the OMol25 dataset. Energies are from ωB97M-V/def2-TZVPD.

The geometry in XYZ format:
```
28
Properties=species:S:1:pos:R:3:forces:R:3
In 3.9890 8.1550 -19.5500 0.24 0.12 0.01
O 4.3060 6.0060 -19.2920 0.10 0.84 0.01
H 5.2190 5.7880 -19.4520 0.84 -0.52 0.12
H 3.7810 5.2170 -19.3150 -0.61 -0.92 0.04
O 5.9930 8.1100 -20.3680 0.33 -0.02 0.75
H 6.6730 8.6910 -19.9910 0.05 -0.17 0.02
H 6.0900 8.1690 -21.3110 0.12 -0.15 -1.18
O 3.2080 7.9320 -17.6050 0.12 0.77 0.36
H 2.7770 7.1570 -17.2830 -0.67 -1.19 0.44
H 3.3270 8.5240 -16.8590 0.10 0.37 0.32
O 2.0710 7.4860 -20.0770 -1.30 -1.68 -1.65
H 1.1640 7.7880 -19.9090 0.17 0.27 0.27
H 2.0230 6.8570 -20.8580 0.19 0.88 1.08
O 2.0500 10.0260 -19.1810 1.02 -1.03 0.92
H 1.6380 10.5840 -19.8110 -0.84 1.07 -0.98
H 1.6010 10.1730 -18.3470 -0.34 0.24 0.29
O 4.7700 9.9760 -18.6900 0.00 1.31 0.07
H 5.5920 10.1380 -18.1990 -0.07 -0.11 0.11
H 4.3340 10.8450 -18.8500 0.20 -0.65 0.32
O 3.8550 6.7230 -21.8700 -0.20 0.25 -0.03
H 3.9780 5.7780 -21.7880 0.26 -0.58 -0.05
H 3.6090 6.8290 -22.7960 0.09 0.16 -0.38
O 3.7240 9.4500 -21.2570 1.40 0.87 0.76
H 3.1100 9.3600 -21.9520 -1.40 -0.27 -1.51
H 4.1510 10.3120 -21.3690 0.05 0.01 -0.07
O 6.0120 7.5460 -17.6850 -0.57 0.53 -0.73
H 5.7290 7.2230 -16.8300 0.14 -0.20 0.47
H 6.9200 7.2700 -17.7990 0.59 -0.21 0.22
```
Positions in Å, forces in eV/Å.

Results
HOMO in eV: -22.85
DFT total energy in Ha: -877.07897
Net charge: +3
Kohn-Sham gap in eV: 12.09

Mulliken atomic charge list, values in e, 5 entries: atom 1 (In): 1.910, atom 2 (O): -0.547, atom 3 (H): 0.338, atom 4 (H): 0.320, atom 5 (O): -0.537